Below is a 2-piece molecular cluster, C5H9N overall, with properties calculated with the ωB97M-V functional and the def2-TZVPD basis.

Element x y z (Å)
C -0.46588 -0.35217 2.25462
C 0.01209 -1.24198 1.13574
C -0.61383 -1.35471 -0.01233
N -1.23616 -1.49350 -1.06354
H 0.31358 0.35967 2.55132
H -1.34790 0.21957 1.95126
H -0.73242 -0.93786 3.14178
H 0.92125 -1.82280 1.26716
H -0.93836 -0.81314 -1.77074
C 0.43713 1.22870 -2.19574
C 0.92208 1.24508 -0.95707
H 0.96147 0.72929 -3.00734
H -0.49339 1.73113 -2.45079
H 1.85600 0.75226 -0.69938
H 0.40436 1.75046 -0.14493

Forces on the atoms, in the same order (eV/Å):
-0.1 0.1 0.1
-0.1 -0.1 -0.2
-0.1 0.0 -0.2
0.3 0.1 0.5
-0.1 -0.1 -0.1
0.1 -0.1 0.1
0.0 0.1 -0.1
-0.1 0.0 0.0
0.0 -0.1 0.1
0.1 0.1 0.2
-0.1 0.0 -0.2
-0.1 0.1 0.1
0.1 -0.1 0.1
-0.1 0.1 -0.1
0.1 -0.1 -0.1

Values from the calculation:
LUMO level: 1.0 eV
max |F|: 0.61 eV/Å
Kohn-Sham gap: 9.8 eV
DFT total energy: -6818.7714 eV
SMILES: CC=C=N.C=C
2S+1: 1
HOMO: -8.7 eV

Just the natural (NBO) charges please, in e? Sure, here they are: C -0.612; C -0.426; C 0.422; N -0.636; H 0.211; H 0.217; H 0.216; H 0.238; H 0.378; C -0.432; C -0.368; H 0.199; H 0.198; H 0.199; H 0.196


Below is the molecule C5H9N, with properties calculated with the ωB97M-V functional and the def2-TZVPD basis.

Element x y z (Å)
C -0.62863 -1.94078 1.43034
C -1.08578 -0.70627 1.54454
C -0.45493 0.50289 0.91264
C -0.12309 0.43751 -0.55933
C 1.09367 0.71009 -1.04411
N 1.46835 1.02902 -2.36252
H -1.04853 -2.86468 1.78735
H 0.26850 -1.96557 0.79033
H -2.03987 -0.57784 2.05978
H 0.31855 0.85568 1.59442
H -1.11432 1.37638 0.95476
H -0.84078 -0.16983 -1.10910
H 1.90840 0.78914 -0.32406
H 1.44743 1.98498 -2.68461
H 0.83103 0.53926 -2.99046

Forces on the atoms, in the same order (eV/Å):
1.4 0.7 -1.3
-1.5 -0.4 0.3
-0.2 0.5 0.2
0.9 -1.8 0.7
0.0 1.6 0.8
-0.4 -1.9 -1.4
-0.2 0.1 0.2
-0.2 -0.7 0.4
0.2 0.3 0.1
0.8 -0.1 -0.4
-0.5 -0.3 0.2
-0.4 1.0 -0.6
-0.2 0.6 0.0
0.1 0.3 0.8
0.2 0.1 -0.1

Values from the calculation:
LUMO level: 1.2 eV
max |F|: 2.37 eV/Å
Kohn-Sham gap: 9.7 eV
DFT total energy: -6818.8311 eV
SMILES: C=CC/C=C/N
2S+1: 1
HOMO: -8.5 eV

Just the natural (NBO) charges please, in e? Sure, here they are: C -0.404; C -0.170; C -0.486; C -0.239; C -0.002; N -0.853; H 0.209; H 0.188; H 0.193; H 0.227; H 0.224; H 0.203; H 0.177; H 0.379; H 0.355


Below is the molecule C5H9N, with properties calculated with the ωB97M-V functional and the def2-TZVPD basis.

Element x y z (Å)
C 1.86138 -0.98213 0.06031
C 0.59594 -0.71263 -0.75195
C -0.20608 0.37950 -0.02018
C -1.73659 0.36534 0.15694
C -2.00077 1.75702 0.55068
N -1.93802 2.87178 0.85212
H 1.62245 -1.52610 0.98264
H 2.60490 -1.55348 -0.50543
H 2.28619 -0.01399 0.35503
H 0.05389 -1.64105 -0.95376
H 0.88727 -0.29937 -1.72563
H 0.18234 0.48627 1.00198
H 0.03862 1.30146 -0.54921
H -2.03781 -0.28917 0.98439
H -2.31812 0.11728 -0.73924

Forces on the atoms, in the same order (eV/Å):
0.0 0.0 0.0
-0.1 0.0 0.0
0.3 0.0 0.0
-0.1 0.1 0.0
0.1 0.9 0.3
-0.4 -0.9 -0.2
0.1 0.1 -0.2
-0.1 0.1 0.1
0.2 -0.3 -0.1
-0.1 0.1 0.2
-0.1 -0.3 0.1
0.0 0.0 -0.3
0.0 0.1 0.3
0.0 0.0 -0.3
0.2 0.0 0.2

Values from the calculation:
LUMO level: 0.9 eV
max |F|: 1.06 eV/Å
Kohn-Sham gap: 12.2 eV
DFT total energy: -6820.4438 eV
SMILES: CCCCC#N
2S+1: 1
HOMO: -11.3 eV

Just the natural (NBO) charges please, in e? Sure, here they are: C -0.598; C -0.403; C -0.385; C -0.501; C 0.288; N -0.334; H 0.203; H 0.212; H 0.204; H 0.202; H 0.202; H 0.207; H 0.217; H 0.243; H 0.243


Below is the molecule C5H9N, with properties calculated with the ωB97M-V functional and the def2-TZVPD basis.

Element x y z (Å)
C -0.71412 1.65907 -0.14324
C -0.62092 0.26460 0.43543
C -0.46727 -0.83725 -0.64031
C 0.95332 -1.01259 -0.11675
N 1.88346 -1.78234 -0.49616
C 0.77263 -0.06538 1.02785
H -0.57872 2.39673 0.65184
H -1.68746 1.81658 -0.61682
H 0.06251 1.82955 -0.90222
H -1.43015 0.06184 1.13098
H -0.61441 -0.48547 -1.67669
H -1.12521 -1.71332 -0.52490
H 1.32446 -2.25208 -1.19649
H 0.74436 -0.62663 1.96839
H 1.49753 0.74669 1.09910

Forces on the atoms, in the same order (eV/Å):
-0.1 0.1 0.0
-0.3 0.3 0.2
-0.5 0.1 0.0
0.3 -0.5 -0.2
-0.9 0.4 0.3
0.1 0.0 0.0
-0.1 0.1 -0.1
0.1 0.1 0.0
-0.1 -0.1 0.2
-0.1 0.2 0.1
0.4 -0.1 0.3
0.3 0.2 0.2
0.9 -1.0 -1.0
0.0 0.2 -0.1
-0.1 0.0 0.1

Values from the calculation:
LUMO level: 1.0 eV
max |F|: 1.70 eV/Å
Kohn-Sham gap: 11.0 eV
DFT total energy: -6819.7774 eV
SMILES: CC1CC(=N)C1
2S+1: 1
HOMO: -10.0 eV

Just the natural (NBO) charges please, in e? Sure, here they are: C -0.603; C -0.202; C -0.512; C 0.321; N -0.586; C -0.486; H 0.211; H 0.211; H 0.204; H 0.204; H 0.222; H 0.226; H 0.327; H 0.233; H 0.228


Below is C5H9N as an isolated structure, with properties calculated with the ωB97M-V functional and the def2-TZVPD basis.

Element x y z (Å)
C -1.21129 0.65326 -0.05237
C 0.23286 -1.06715 -0.07845
C 0.80434 -0.03864 -1.08087
C 0.28472 0.96046 -0.02135
C 0.75548 -0.07491 1.03307
H -1.74815 0.96184 0.84661
H -1.71622 1.11579 -0.93016
H -1.68467 -1.26274 0.58461
H 0.48499 -2.13477 -0.07210
H 1.89812 -0.07762 -1.13926
H 0.36231 -0.03865 -2.07205
H 0.62697 2.00403 0.01956
H 1.86691 -0.04870 1.15917
H 0.23710 -0.13531 1.99491
N -1.19345 -0.81691 -0.19133

Forces on the atoms, in the same order (eV/Å):
-0.8 0.8 -0.8
1.2 -0.2 0.3
0.3 -0.3 -0.1
0.2 0.2 0.4
0.5 -0.4 -0.1
0.1 0.1 0.0
0.3 -0.2 0.5
0.1 0.2 -0.2
0.0 0.3 -0.1
-0.3 0.1 0.0
-0.1 0.1 -0.1
-0.3 -0.3 -0.1
-1.0 -0.2 -0.1
0.1 0.2 0.0
-0.4 -0.4 0.4

Values from the calculation:
LUMO level: 1.1 eV
max |F|: 1.40 eV/Å
Kohn-Sham gap: 9.8 eV
DFT total energy: -6819.6815 eV
2S+1: 1
HOMO: -8.7 eV

Just the natural (NBO) charges please, in e? Sure, here they are: C -0.234; C -0.049; C -0.404; C -0.235; C -0.422; H 0.188; H 0.189; H 0.354; H 0.203; H 0.207; H 0.207; H 0.215; H 0.209; H 0.194; N -0.622


Below is the molecule C5H9N, with properties calculated with the ωB97M-V functional and the def2-TZVPD basis.

Element x y z (Å)
C -0.18837 -0.16410 -1.47532
C 0.56240 -0.15488 -0.14395
C 0.85552 1.27182 0.31886
C -0.19397 -0.96606 0.92609
C -1.58442 -0.53526 1.10845
N -2.70527 -0.26049 1.18476
H -0.41319 -1.18511 -1.80456
H 0.40642 0.32030 -2.25643
H -1.13858 0.37678 -1.38976
H 1.51833 -0.67806 -0.27811
H -0.07129 1.84782 0.42900
H 1.48546 1.78677 -0.41478
H 1.38196 1.28536 1.27998
H 0.32876 -0.92544 1.88861
H -0.24374 -2.01946 0.62718

Forces on the atoms, in the same order (eV/Å):
0.0 0.0 -0.1
0.0 0.0 0.0
0.0 0.0 0.0
0.0 -0.1 0.0
-1.0 0.2 0.0
1.1 -0.1 0.0
0.0 0.1 0.0
-0.1 -0.1 0.1
0.1 -0.1 0.0
-0.1 0.1 0.0
0.1 -0.1 0.0
-0.1 -0.1 0.1
-0.1 0.0 -0.1
-0.1 0.0 -0.1
0.1 0.1 0.0

Values from the calculation:
LUMO level: 0.9 eV
max |F|: 1.07 eV/Å
Kohn-Sham gap: 12.3 eV
DFT total energy: -6820.9803 eV
SMILES: CC(C)CC#N
2S+1: 1
HOMO: -11.5 eV

Just the natural (NBO) charges please, in e? Sure, here they are: C -0.615; C -0.198; C -0.613; C -0.511; C 0.286; N -0.334; H 0.210; H 0.216; H 0.218; H 0.204; H 0.215; H 0.216; H 0.209; H 0.247; H 0.249


Below is the molecule C5H9N, with properties calculated with the ωB97M-V functional and the def2-TZVPD basis.

Element x y z (Å)
C -2.58999 -0.54176 0.73367
C -1.62118 -0.11974 -0.09524
C -0.37546 0.53169 0.20453
C 0.82838 0.07871 -0.20419
C 2.09372 0.73294 0.33730
N 0.92641 -0.91747 -1.15053
H -3.35717 -1.15842 0.29332
H -2.55873 -0.17488 1.75269
H -1.83288 -0.15157 -1.17521
H -0.34991 1.18633 1.08028
H 2.62249 0.11065 1.05225
H 1.70583 1.57623 0.91025
H 2.69856 1.13425 -0.47636
H 0.11352 -1.38888 -1.46842
H 1.69640 -0.89808 -1.79434

Forces on the atoms, in the same order (eV/Å):
1.1 0.8 -0.8
-1.1 0.0 -1.1
0.8 0.2 1.9
-0.4 0.7 -0.4
-1.4 0.2 -0.2
1.2 0.0 0.3
-0.5 0.3 0.4
-0.2 -0.8 0.3
0.2 -0.9 0.2
-0.1 0.0 -0.2
0.3 -0.3 -0.3
0.3 0.1 0.0
0.3 -0.3 0.1
-0.6 -0.1 -0.2
0.1 -0.1 0.1

Values from the calculation:
LUMO level: 1.1 eV
max |F|: 2.03 eV/Å
Kohn-Sham gap: 8.8 eV
DFT total energy: -6819.6434 eV
SMILES: C=C/C=C(/C)N
2S+1: 1
HOMO: -7.7 eV

Just the natural (NBO) charges please, in e? Sure, here they are: C -0.414; C -0.208; C -0.372; C 0.239; C -0.643; N -0.820; H 0.204; H 0.197; H 0.187; H 0.198; H 0.224; H 0.224; H 0.213; H 0.390; H 0.381


Below is the molecule C5H9N, with properties calculated with the ωB97M-V functional and the def2-TZVPD basis.

Element x y z (Å)
C 0.44594 -1.87857 2.15155
C -0.22308 -0.75476 1.94167
C 0.45389 0.18973 0.86742
C -0.32089 0.84454 -0.00692
C -0.01176 1.32294 -1.32016
N -0.71805 0.43218 -2.42203
H 0.22126 -2.72958 2.81549
H 1.50893 -1.91707 1.66240
H -1.34161 -0.51321 2.16018
H 1.39723 -0.28632 0.54109
H -1.32397 0.92140 0.32311
H 1.13030 1.34328 -1.53308
H -0.47224 2.29702 -1.45290
H -0.07041 -0.33926 -2.58745
H -0.67553 1.06769 -3.14036

Forces on the atoms, in the same order (eV/Å):
2.2 -0.5 0.2
-0.8 1.9 -1.9
-1.4 -2.7 0.0
0.6 -1.1 2.4
1.2 -0.7 -2.8
1.1 -0.2 4.0
-0.3 0.6 -0.6
-2.0 -0.1 1.1
2.3 -0.6 0.1
0.0 1.1 0.3
-1.2 0.4 0.0
-1.8 0.2 0.5
0.3 0.3 -0.2
-0.3 0.2 -0.2
0.0 1.2 -2.7

Values from the calculation:
LUMO level: 1.0 eV
max |F|: 4.12 eV/Å
Kohn-Sham gap: 9.8 eV
DFT total energy: -6818.2927 eV
SMILES: C=C/C=C/CN
2S+1: 1
HOMO: -8.9 eV

Just the natural (NBO) charges please, in e? Sure, here they are: C -0.405; C -0.209; C -0.204; C -0.180; C -0.266; N -0.807; H 0.212; H 0.185; H 0.216; H 0.187; H 0.193; H 0.182; H 0.201; H 0.350; H 0.344